--- a ---
Density functional theory data (ωB97M-V with the def2-TZVPD basis set) for one molecule with the formula C4H6N2O2.

```
14
Properties=species:S:1:pos:R:3:nbo_charge:R:1
C 1.775 0.594 0.433 -0.68
C 0.627 -0.150 -0.149 0.33
O 0.954 -1.299 -0.821 -0.30
N -0.291 -1.978 -0.622 -0.41
C -1.458 -0.897 -0.440 0.63
O -2.626 -1.167 -0.379 -0.57
C -0.678 0.267 -0.115 -0.06
N -1.266 1.480 0.185 -0.79
H 1.936 1.538 -0.097 0.23
H 1.632 0.786 1.499 0.23
H 2.703 0.024 0.326 0.24
H -0.591 -2.817 -1.103 0.39
H -2.072 1.397 0.799 0.39
H -0.645 2.221 0.484 0.38
```

As for the SMILES: Cc1o[nH]c(=O)c1N. For the molecular weight, the calculation gives 114.10 g mol⁻¹. The LUMO energy comes out at 0.76 eV.



--- b ---
Density functional theory data (ωB97M-V with the def2-TZVPD basis set) for one molecule with the formula C4H6N2O2.

```
14
Properties=species:S:1:pos:R:3:nbo_charge:R:1
C -0.956 0.301 -1.389 0.36
N 0.203 0.565 -1.845 -0.31
N 1.386 -0.051 -1.694 -0.23
C 1.654 0.341 -0.503 0.29
O 0.514 0.856 0.224 -0.54
C 0.330 -0.215 1.263 -0.12
C -1.018 -0.510 0.748 -0.10
O -1.201 -0.828 -0.593 -0.54
H -1.965 0.944 -1.728 0.20
H 2.636 0.071 -0.131 0.19
H 1.124 -1.105 1.423 0.20
H 0.487 0.341 2.140 0.21
H -1.719 -1.219 1.287 0.20
H -1.475 0.509 0.799 0.18
```

As for the SMILES: C1=N\N=C/OCCO/1. For the molecular weight, the calculation gives 114.10 g mol⁻¹. The LUMO energy comes out at 0.88 eV.



--- c ---
Density functional theory data (ωB97M-V with the def2-TZVPD basis set) for C4H6N2O2 as an isolated structure.

```
14
Properties=species:S:1:pos:R:3:nbo_charge:R:1
C 1.920 -0.878 0.001 -0.61
C 0.929 0.225 0.046 0.35
C -1.303 0.823 -0.135 0.60
C -2.432 -0.088 0.312 0.33
H 3.011 -0.758 -0.553 0.27
H 1.093 -1.660 -0.607 0.17
H 2.120 -1.333 1.347 0.23
H 0.825 2.184 0.175 0.33
H -0.543 -1.038 -0.670 0.43
H -3.367 0.584 0.283 0.16
N 1.604 1.365 0.291 -0.65
N -0.271 -0.149 -0.503 -0.65
O -1.385 2.007 -0.125 -0.48
O -2.201 -1.283 0.139 -0.48
```

For the molecular weight, the calculation gives 114.10 g mol⁻¹. The LUMO energy comes out at -1.36 eV.



--- d ---
Density functional theory data (ωB97M-V with the def2-TZVPD basis set) for one molecule with the formula C4H6N2O2.

```
14
Properties=species:S:1:pos:R:3:nbo_charge:R:1
C -1.885 -0.600 -0.677 -0.59
C -0.906 -0.413 0.213 0.45
O -0.705 -1.238 1.286 -0.47
C 0.732 -0.915 1.583 0.86
O 1.340 -1.553 2.418 -0.52
N 1.078 0.332 1.143 -0.50
N 0.224 0.393 0.041 -0.31
C 0.765 0.948 -1.186 -0.40
H -2.010 0.059 -1.526 0.21
H -2.579 -1.424 -0.558 0.23
H 1.209 1.087 1.805 0.41
H 1.517 0.275 -1.609 0.20
H 1.225 1.922 -0.992 0.21
H -0.005 1.129 -1.940 0.22
```

As for the SMILES: C=C1OC(=O)NN1C. For the molecular weight, the calculation gives 114.10 g mol⁻¹. The LUMO energy comes out at 0.44 eV.



Least stable structure: b



--- a ---
Density functional theory data (ωB97M-V with the def2-TZVPD basis set) for one molecule with the formula C4H6N2O2.

```
14
Properties=species:S:1:pos:R:3:nbo_charge:R:1
C 1.753 -0.238 0.400 0.17
N 1.169 -1.369 0.063 -0.15
O 0.019 -1.081 -0.741 -0.38
C -0.651 0.077 -0.306 0.46
C -2.109 0.009 -0.252 -0.44
C -1.405 -0.087 1.047 -0.46
O 0.038 1.390 -0.347 -0.34
N 1.347 1.083 0.058 -0.37
H 2.646 -0.301 0.890 0.20
H -2.841 0.780 -0.591 0.24
H -2.491 -0.910 -0.642 0.23
H -1.451 -0.959 1.579 0.22
H -1.646 0.753 1.771 0.22
H 2.189 1.611 -0.479 0.40
```

As for the SMILES: C1=NOC2(CC2)ON1. For the molecular weight, the calculation gives 114.10 g mol⁻¹. The LUMO energy comes out at 0.82 eV.



--- b ---
Density functional theory data (ωB97M-V with the def2-TZVPD basis set) for a 2-piece molecular cluster, C4H6N2O2 overall.

```
14
Properties=species:S:1:pos:R:3:nbo_charge:R:1
O -1.573 1.097 -0.768 -0.55
C -1.031 1.762 -1.586 0.79
N -1.056 3.025 -2.125 -0.50
N -0.386 1.856 -2.798 -0.49
H -0.401 3.728 -1.798 0.38
H -0.874 1.620 -3.658 0.38
C 1.613 -1.863 2.608 -0.67
C 0.731 -1.590 1.490 -0.15
C -0.076 -1.405 0.612 0.28
O -1.037 -1.632 -0.254 -0.67
H 1.091 -1.777 3.563 0.22
H 2.448 -1.162 2.621 0.23
H 2.021 -2.872 2.556 0.23
H -1.470 -0.789 -0.463 0.51
```

As for the SMILES: O=C1NN1.CC#CO. For the molecular weight, the calculation gives 114.10 g mol⁻¹. The LUMO energy comes out at 0.54 eV.



--- c ---
Density functional theory data (ωB97M-V with the def2-TZVPD basis set) for a 2-piece molecular cluster, C4H6N2O2 overall.

```
14
Properties=species:S:1:pos:R:3:nbo_charge:R:1
C 0.633 2.752 -0.263 -0.45
C 0.331 1.922 0.738 0.00
N 1.015 0.810 1.095 -0.54
C 1.751 0.078 0.470 0.90
O 2.374 -0.803 0.009 -0.52
H 0.053 3.586 -0.353 0.22
H 1.535 2.340 -0.786 0.20
H -0.526 2.167 1.450 0.20
C -2.002 -2.068 -0.085 -0.15
N -0.828 -1.736 -0.357 -0.14
O 0.019 -2.602 -1.040 -0.56
H -2.640 -2.971 -0.268 0.17
H -2.614 -1.298 0.349 0.18
H 0.900 -2.178 -0.959 0.49
```

As for the SMILES: C=CN=C=O.C=NO. For the molecular weight, the calculation gives 114.10 g mol⁻¹. The LUMO energy comes out at 0.78 eV.



Least stable structure: a



--- a ---
Density functional theory data (ωB97M-V with the def2-TZVPD basis set) for one molecule with the formula C4H6N2O2.

```
14
Properties=species:S:1:pos:R:3:nbo_charge:R:1
C 0.303 1.042 0.030 0.02
C 0.652 -1.119 -0.024 -0.42
N -0.805 0.875 -0.906 -0.66
N 1.342 0.135 -0.404 -0.65
C -1.356 -0.351 -0.626 0.76
C -0.317 0.290 1.255 0.45
O -2.168 -1.070 -1.076 -0.48
O 0.019 0.177 2.400 -0.54
H -0.610 1.027 -1.888 0.43
H 2.214 0.280 0.093 0.38
H 0.575 2.086 0.181 0.23
H 0.588 -1.844 -0.834 0.20
H 1.028 -1.617 0.867 0.21
H -1.467 0.089 0.932 0.09
```

For the molecular weight, the calculation gives 114.10 g mol⁻¹. The LUMO energy (spin up / spin down) comes out at 0.12 / 0.12 eV.



--- b ---
Density functional theory data (ωB97M-V with the def2-TZVPD basis set) for one molecule with the formula C4H6N2O2.

```
14
Properties=species:S:1:pos:R:3:nbo_charge:R:1
C -1.090 -1.058 0.582 -0.16
C -1.518 -0.018 -0.244 -0.38
C 0.340 -1.109 1.006 0.48
C -0.848 1.196 -0.275 0.26
N 1.180 -0.441 0.126 -0.26
N 2.435 -0.360 0.624 -0.55
O 0.739 -1.706 2.041 -0.68
O -0.937 2.083 -1.299 -0.62
H -1.883 -1.811 0.872 0.23
H -2.305 -0.198 -0.814 0.20
H -0.241 1.569 0.674 0.21
H 2.615 -0.980 1.435 0.40
H 3.079 -0.240 -0.118 0.38
H -1.415 1.443 -1.924 0.48
```

For the molecular weight, the calculation gives 114.10 g mol⁻¹. The LUMO energy (spin up / spin down) comes out at -0.60 / -0.67 eV.



Least stable structure: a



--- a ---
Density functional theory data (ωB97M-V with the def2-TZVPD basis set) for one molecule with the formula C4H6N2O2.

```
14
Properties=species:S:1:pos:R:3:nbo_charge:R:1
C -2.145 0.368 -0.170 -0.44
C -1.373 -0.355 -0.960 0.01
N -0.011 -0.048 -1.285 -0.63
C 0.920 0.561 -0.530 0.78
O 1.859 1.186 -1.034 -0.63
N 0.817 0.446 0.835 -0.67
C 0.330 -0.596 1.654 0.54
O -0.343 -1.555 1.373 -0.54
H -3.152 0.039 -0.036 0.21
H -1.887 1.348 0.258 0.21
H -1.713 -1.261 -1.454 0.20
H 0.227 -0.194 -2.237 0.41
H 1.610 0.931 1.276 0.42
H 0.755 -0.565 2.675 0.12
```

As for the SMILES: C=CNC(=O)NC=O. For the molecular weight, the calculation gives 114.10 g mol⁻¹. The LUMO energy comes out at 0.78 eV.



--- b ---
Density functional theory data (ωB97M-V with the def2-TZVPD basis set) for one molecule with the formula C4H6N2O2.

```
14
Properties=species:S:1:pos:R:3:nbo_charge:R:1
C -0.245 -0.753 1.531 -0.53
C -0.255 -0.389 0.252 0.17
C -1.439 -0.384 -0.756 -0.12
O -1.063 0.611 -1.707 -0.49
C 0.320 0.796 -1.654 0.88
O 0.910 1.311 -2.597 -0.55
N 0.751 0.197 -0.522 -0.32
N 1.840 0.631 0.282 -0.62
H 0.563 -0.711 2.278 0.22
H -1.125 -0.910 2.178 0.23
H -1.669 -1.298 -1.278 0.21
H -2.268 -0.174 -0.025 0.20
H 2.359 -0.121 0.864 0.37
H 1.320 1.196 1.153 0.34
```

As for the SMILES: C=C1COC(=O)N1N. For the molecular weight, the calculation gives 114.10 g mol⁻¹. The LUMO energy comes out at 0.54 eV.



--- c ---
Density functional theory data (ωB97M-V with the def2-TZVPD basis set) for one molecule with the formula C4H6N2O2.

```
14
Properties=species:S:1:pos:R:3:nbo_charge:R:1
O -2.511 0.336 -0.441 -0.70
C -1.497 0.065 0.556 0.10
C -0.030 0.429 0.468 -0.09
N 0.818 1.459 -0.022 -0.48
N 1.923 0.656 -0.197 -0.30
C 1.756 -0.536 -0.186 0.28
O 0.674 -1.373 0.064 -0.49
C -0.420 -0.739 -0.268 -0.03
H -2.806 -0.689 -0.870 0.48
H -1.807 -0.094 1.693 0.20
H 0.576 0.042 1.335 0.23
H 0.958 2.192 -0.749 0.42
H 2.793 -1.084 -0.039 0.19
H -0.426 -0.662 -1.344 0.19
```

As for the SMILES: O[C@@H]1[C@@H]2NN=CO[C@@H]12. For the molecular weight, the calculation gives 114.10 g mol⁻¹. The LUMO energy comes out at 0.47 eV.



--- d ---
Density functional theory data (ωB97M-V with the def2-TZVPD basis set) for one molecule with the formula C4H6N2O2.

```
14
Properties=species:S:1:pos:R:3:nbo_charge:R:1
N -2.557 -0.258 -0.054 -0.70
N -1.647 0.720 -0.591 -0.30
C -0.440 0.429 -0.172 0.45
C -0.019 -0.911 0.104 -0.19
O 1.297 -1.234 -0.612 -0.50
C 2.151 -0.192 -0.122 0.02
C 1.782 1.063 -0.095 0.04
O 0.442 1.454 -0.244 -0.45
H -3.402 -0.079 -0.662 0.38
H -2.680 0.141 1.139 0.36
H 0.372 -0.947 1.183 0.20
H -0.783 -1.684 -0.245 0.27
H 3.168 -0.446 0.106 0.21
H 2.317 1.943 0.266 0.21
```

As for the SMILES: N/N=C1\COC=CO1. For the molecular weight, the calculation gives 114.10 g mol⁻¹. The LUMO energy comes out at 0.52 eV.



Least stable structure: c